Formula: C26H20Cl2CoF5N7O8
Source: the OMol25 dataset
Level of theory: the ωB97M-V functional and the def2-TZVPD basis

ΔE to the lowest compared entry with this formula, charge and spin = 58.4 kJ/mol
2S+1 = 4
net charge = -2
<S²> = 3.76
E_tot = -130358.945 eV

Last column: Mulliken charge in e.
Atoms and positions in Å:
Co1 -0.08645 0.56283 0.17138  2.279
Cl1 3.20186 -3.22348 5.07056  -0.283
C1 2.73495 -1.79888 4.17684  0.038
C2 3.43411 -1.53809 2.98093  -0.607
C3 3.03840 -0.51456 2.14376  0.914
Cl2 3.96285 -0.16185 0.72451  -0.237
C4 1.86650 0.26372 2.40184  -1.169
O1 1.35425 1.15199 1.56161  -1.165
C5 1.27388 0.00667 3.64554  2.161
C6 0.21921 0.94940 4.21706  -0.832
O2 -0.04966 2.09542 3.94178  -0.475
C7 1.61919 -1.02530 4.46413  -0.753
H1 4.29768 -2.13195 2.82521  0.489
H2 -0.16745 0.45807 5.11922  0.279
H3 1.12670 -1.10372 5.44182  0.274
C8 -0.58600 4.14448 1.29692  -1.227
C9 -1.28855 3.63664 0.07940  -0.177
N1 -1.19371 2.40423 -0.38569  0.422
C10 -2.00562 2.33237 -1.46617  0.205
C11 -2.58917 3.54856 -1.69741  0.129
N2 -2.14066 4.33202 -0.69424  0.012
C12 -3.55273 4.10328 -2.65557  0.463
O3 -4.06076 3.17636 -3.40812  -0.587
O4 -3.77570 5.29541 -2.71333  -0.699
C13 -2.20392 1.00436 -2.09186  0.292
O5 -3.07199 0.95796 -3.02457  -0.974
O6 -1.47056 0.04809 -1.68409  -0.385
H4 -0.36411 5.17824 1.11009  0.462
H5 0.28014 3.55655 1.51432  0.030
H6 -1.33489 3.92894 2.07456  0.282
H7 -2.46991 5.28563 -0.59786  0.262
H8 -3.61719 2.26686 -3.30688  0.449
F1 1.13930 1.63834 -6.60639  -0.340
C14 1.36699 1.44132 -5.26445  0.544
C15 1.66717 0.20536 -4.86610  0.261
F2 1.91728 -0.72288 -5.81228  -0.352
C16 1.69764 -0.10695 -3.49148  -0.343
F3 2.12092 -1.32121 -3.11797  -0.359
C17 1.26112 0.77678 -2.49964  0.613
O7 1.29515 0.41063 -1.25779  -0.545
C18 1.06304 2.10056 -2.96308  -0.197
F4 0.90604 3.06678 -2.05760  -0.416
C19 1.09245 2.38766 -4.31550  0.421
F5 0.94210 3.67878 -4.74103  -0.359
C20 1.92306 -4.02438 -1.48207  -1.339
C21 0.72833 -3.55678 -0.61908  1.533
C22 -0.53946 -3.48341 -1.49536  -1.673
C23 0.52085 -4.47502 0.61295  -1.926
N3 1.12201 -2.25330 -0.06430  -0.409
N4 0.14777 -1.58733 0.67009  0.392
H9 1.63784 -4.96634 -2.04988  0.366
H10 2.80547 -4.19868 -0.86945  0.341
H11 2.18823 -3.26598 -2.26286  0.181
H12 -0.72787 -4.46326 -1.89568  0.564
H13 -0.50323 -2.84107 -2.35581  0.244
H14 -1.43930 -3.22237 -0.89059  0.377
H15 0.21061 -5.39946 0.23405  0.587
H16 -0.29350 -4.03470 1.19571  0.281
H17 1.40927 -4.48058 1.15891  0.406
H18 1.40812 -1.63211 -0.80462  0.023
H19 0.39182 -1.72270 1.64985  0.180
H20 -0.77512 -1.98872 0.49386  0.227
O8 -1.60918 0.47235 1.65265  -0.324
N5 -1.63472 -0.45559 2.50876  -0.380
C24 -2.46228 -0.28212 3.53549  0.644
C25 -2.81794 -1.28333 4.49379  -0.081
N6 -3.04751 -2.06509 5.32036  -0.626
C26 -3.34997 0.82297 3.51497  0.269
N7 -4.14318 1.64157 3.50584  -0.655



Formula: C26H20F5N3O3S
Source: the OMol25 dataset
Level of theory: the ωB97M-V functional and the def2-TZVPD basis

ΔE to the lowest compared entry with this formula, charge and spin = 183.8 kJ/mol
net charge = 0
E_tot = -62314.499 eV

Last column: Mulliken charge in e.
Atoms and positions in Å:
C1 5.56295 -1.16694 0.56744  -0.881
N1 4.55017 -2.20437 0.63332  0.197
C2 4.81538 -3.48800 1.08107  -0.701
C3 3.66240 -4.18708 1.00026  -0.396
N2 2.68772 -3.32978 0.50520  0.452
C4 1.31144 -3.71157 0.35873  -0.980
C5 0.99965 -4.77634 -0.47445  0.366
F1 1.99098 -5.34930 -1.19995  -0.327
C6 -0.31440 -5.20313 -0.63048  0.459
F2 -0.60975 -6.23426 -1.45089  -0.303
C7 -1.33066 -4.53220 0.04989  0.524
F3 -2.61727 -4.88585 -0.14836  -0.342
C8 -1.03018 -3.47350 0.91026  0.476
F4 -2.02487 -2.80523 1.53357  -0.348
C9 0.29633 -3.09177 1.08003  0.736
F5 0.61165 -2.09152 1.93981  -0.396
C10 3.25020 -2.13161 0.24126  0.525
C11 2.55232 -0.90859 -0.19061  0.134
C12 1.36046 -1.06630 -1.03403  -0.959
C13 0.42802 -0.08434 -1.08649  -0.201
C14 -0.94317 -0.27691 -1.45048  0.777
C15 -1.94502 0.67570 -1.14766  -0.010
C16 -3.29488 0.39640 -1.32821  -0.596
C17 -3.68552 -0.84798 -1.84436  -0.610
C18 -2.71213 -1.78750 -2.20598  -0.519
C19 -1.35827 -1.49978 -2.05419  -0.449
O1 2.94869 0.20799 0.20619  -0.857
H1 5.08103 -0.20536 0.39028  0.322
H2 6.10796 -1.14328 1.51845  0.349
H3 6.27947 -1.38987 -0.23501  0.321
H4 5.78691 -3.78943 1.43059  0.471
H5 3.44051 -5.20224 1.27301  0.481
H6 1.28572 -1.99737 -1.60152  0.687
H7 0.91808 1.15405 -0.42296  -0.097
H8 -1.61700 1.63667 -0.75630  0.526
H9 -4.04112 1.14853 -1.06575  0.418
H10 -4.74102 -1.08371 -1.97969  0.367
H11 -3.00358 -2.75408 -2.62348  0.454
H12 -0.60434 -2.20817 -2.40484  0.342
C20 -4.28839 5.57787 1.85256  -1.398
C21 -2.96694 5.07439 1.34910  0.939
C22 -2.40780 5.62151 0.19034  -0.601
C23 -1.19833 5.14942 -0.31188  -0.416
C24 -0.54521 4.10343 0.34854  -0.029
S1 0.99682 3.45772 -0.29703  1.320
N3 0.51059 1.97394 -0.96813  -0.486
O2 1.38818 4.29018 -1.40480  -0.754
O3 1.85563 3.20563 0.82440  -0.668
C25 -1.05764 3.58799 1.54344  -0.333
C26 -2.27504 4.06182 2.02307  -0.748
H13 -4.57119 5.05934 2.77182  0.336
H14 -4.25218 6.65401 2.05903  0.338
H15 -5.07979 5.41973 1.11024  0.307
H16 -2.92962 6.43040 -0.32428  0.366
H17 -0.76577 5.57871 -1.21221  0.448
H18 0.74151 1.97794 -1.96257  0.294
H19 -0.51121 2.81854 2.08566  0.401
H20 -2.69847 3.64548 2.93900  0.272



Formula: C26H20IN4O8PW
Source: the OMol25 dataset
Level of theory: the ωB97M-V functional and the def2-TZVPD basis

ΔE to the lowest compared entry with this formula, charge and spin = 193.6 kJ/mol
net charge = +2
E_tot = -68815.299 eV

Last column: Mulliken charge in e.
Atoms and positions in Å:
W1 1.12351 0.73142 1.27962  1.305
O1 2.49012 0.65895 3.85981  -0.358
N1 1.19713 0.43322 3.33367  -0.279
C1 1.09130 -0.82281 2.80377  -0.625
C2 -0.30281 -1.38675 2.71301  0.698
C3 -1.08292 -1.56603 3.84410  -0.984
C4 -2.30746 -2.20981 3.73144  -0.838
C5 -2.74048 -2.69090 2.49978  -0.782
C6 -1.98315 -2.47645 1.35814  -0.554
C7 -0.77375 -1.79798 1.46179  0.556
P1 0.30244 -1.33396 0.07036  1.001
C8 1.35452 -2.75386 -0.25822  0.882
C9 0.82078 -3.85239 -0.93035  -0.456
C10 1.58234 -5.00283 -1.05727  -0.755
C11 2.86296 -5.05536 -0.52021  -0.544
C12 3.40073 -3.95283 0.12983  -0.819
C13 2.64790 -2.79636 0.26007  -0.087
C14 -0.68830 -0.96289 -1.37544  0.785
C15 -2.02270 -0.56546 -1.27914  -0.545
C16 -2.72569 -0.24166 -2.43201  -0.979
C17 -2.09704 -0.29417 -3.66912  -0.597
C18 -0.76014 -0.66304 -3.76237  -0.785
C19 -0.05167 -0.99398 -2.61801  -0.881
H1 2.31929 1.00465 4.74538  0.353
H2 1.90056 -1.51281 3.01506  0.823
H3 -0.72521 -1.22718 4.80867  0.519
H4 -2.92121 -2.34815 4.61237  0.461
H5 -3.67846 -3.22658 2.42665  0.464
H6 -2.33902 -2.83356 0.39954  0.541
H7 -0.17591 -3.81004 -1.35480  0.434
H8 1.17759 -5.85997 -1.58042  0.442
H9 3.45038 -5.95934 -0.61827  0.422
H10 4.40672 -3.99563 0.52599  0.452
H11 3.06522 -1.92527 0.74317  0.185
H12 -2.52351 -0.52821 -0.31906  0.540
H13 -3.76934 0.03922 -2.36370  0.511
H14 -2.65204 -0.05118 -4.56670  0.467
H15 -0.27044 -0.69882 -4.72693  0.487
H16 0.98829 -1.29240 -2.69017  0.490
O2 -1.84929 6.85148 -2.29139  -0.559
N2 -2.36699 6.01293 -1.59200  1.013
O3 -3.49678 6.00890 -1.15720  -0.568
C20 -1.52301 4.84181 -1.23874  -0.748
C21 -0.29320 4.68004 -1.86733  -0.397
C22 0.49300 3.59182 -1.57091  -0.230
C23 0.08350 2.63762 -0.63065  0.820
O4 0.70655 1.51053 -0.39990  -0.401
C24 -1.15630 2.87955 0.01560  0.429
C25 -1.98192 3.96120 -0.31293  -0.561
N3 -1.58962 2.01133 1.02998  0.945
O5 -2.69770 1.89077 1.37398  -0.470
O6 -0.67532 1.30945 1.65694  -0.628
N4 1.74947 3.44043 -2.34018  0.956
O7 2.61670 2.73929 -1.86448  -0.500
O8 1.76184 3.95441 -3.43372  -0.536
H17 0.03589 5.40924 -2.59862  0.682
H18 -2.93891 4.10809 0.17236  0.666
I1 2.63183 3.04170 1.72871  0.133
C26 3.23492 1.00919 1.02365  -1.107
H19 3.99004 0.71956 1.74565  0.509
H20 3.67479 1.21188 0.05115  0.605



Formula: C26H21BCl3N11O2STa
Source: the OMol25 dataset
Level of theory: the ωB97M-V functional and the def2-TZVPD basis

ΔE to the lowest compared entry with this formula, charge and spin = 5.1 kJ/mol
2S+1 = 2
net charge = +2
<S²> = 0.78
E_tot = -98411.343 eV

Last column: Mulliken charge in e.
Atoms and positions in Å:
Ta1 0.34464 -0.10876 0.25853  0.503
N1 2.89084 -2.59105 3.33186  -0.299
C1 2.15453 -2.03821 2.38691  0.763
S1 1.06222 -0.79180 2.69006  -0.378
N2 2.32503 -2.60827 1.16110  -1.463
N3 1.67454 -2.05292 0.15480  0.776
C2 1.75038 -2.85022 -0.91562  -0.310
C3 1.21246 -2.63735 -2.18849  0.939
C4 1.32547 -3.66800 -3.15559  -1.045
C5 0.82553 -3.48402 -4.41378  -0.861
C6 0.21496 -2.26320 -4.73974  -0.586
C7 0.10146 -1.23332 -3.82139  -0.768
C8 0.59194 -1.41463 -2.53967  0.637
O1 0.51878 -0.44923 -1.62897  -0.008
H1 2.84524 -2.27059 4.28646  0.254
H2 3.49130 -3.36962 3.10024  0.263
H3 2.28707 -3.77922 -0.74614  0.498
H4 1.80651 -4.59846 -2.88074  0.464
H5 0.90198 -4.26467 -5.15703  0.454
H6 -0.17440 -2.11975 -5.73956  0.482
H7 -0.36438 -0.29704 -4.09632  0.453
C9 -1.69094 1.85353 3.56938  -1.440
C10 -1.62591 0.92294 2.55314  -0.060
N4 -0.57253 1.18545 1.75978  -0.161
N5 0.06249 2.27673 2.27927  0.461
C11 -0.60217 2.68895 3.36400  0.080
B1 1.21689 2.89424 1.44238  0.535
N6 0.62634 3.04361 0.02108  0.274
C12 0.34727 4.11998 -0.71923  -0.115
C13 -0.10638 3.69971 -1.95847  -1.405
C14 -0.11103 2.31927 -1.88072  -0.128
N7 0.32542 1.92084 -0.67408  0.175
N8 2.40957 1.87237 1.29531  0.893
C15 3.66846 2.07417 1.69952  -0.135
C16 4.47016 1.06194 1.19862  -1.444
C17 3.60756 0.25443 0.47891  -0.183
N9 2.35899 0.73833 0.54151  -0.398
N10 1.75171 4.17724 1.99014  0.163
C18 2.58487 5.07595 1.38035  -0.278
C19 3.14326 5.85607 2.35029  -0.895
C20 2.61776 5.34508 3.55896  -0.279
N11 1.79789 4.33658 3.34363  -1.028
H8 -2.42524 1.92127 4.35244  0.475
H9 -2.26508 0.07852 2.34967  0.421
H10 -0.24441 3.54467 3.91072  0.601
H11 0.48725 5.11211 -0.32546  0.753
H12 -0.40387 4.31397 -2.78988  0.474
H13 -0.41199 1.59611 -2.61678  0.348
H14 3.91896 2.93329 2.30189  0.420
H15 5.53343 0.94872 1.31758  0.482
H16 3.82453 -0.64049 -0.07947  0.573
H17 2.73234 5.08737 0.31300  0.589
H18 3.82620 6.67686 2.21616  0.457
H19 2.80457 5.67863 4.56786  0.478
Cl1 -6.23000 -3.41141 -0.93704  -0.155
C21 -4.66726 -2.85047 -0.49884  0.291
C22 -4.29838 -1.55228 -0.82457  -0.906
C23 -3.03568 -1.13524 -0.46282  1.427
Cl2 -2.43272 0.45008 -0.82572  -0.057
C24 -2.14540 -1.95423 0.21982  -1.067
O2 -0.94304 -1.47538 0.58096  0.505
C25 -2.53916 -3.25324 0.52526  0.293
Cl3 -1.42372 -4.28170 1.33834  -0.183
C26 -3.79622 -3.70339 0.16623  -0.628
H20 -4.98070 -0.89671 -1.34657  0.527
H21 -4.09822 -4.71391 0.40324  0.480